# 1
Below is a molecular structure, C32H60F5IrN6O4PS, with properties calculated with ωB97M-V with the def2-TZVPD basis set.

The expectation value of S² is 0.760. The energy is -87830.0906 eV. Its net charge is +2. Its multiplicity is 2. The calculation puts the energy above the lowest of the compared OMol25 structures with the same formula, charge and spin at 0.00 kJ/mol.

CARTESIAN COORDINATES (ANGSTROEM)
Ir1 0.80 -1.55 -0.19
N1 2.84 -1.11 -0.21
C1 3.07 0.28 -0.67
C2 4.50 0.51 -1.15
C3 4.99 -0.40 -2.30
C4 5.31 0.33 -3.61
N2 4.11 0.80 -4.31
C5 3.39 0.09 -5.17
N3 3.91 -0.94 -5.83
N4 2.12 0.44 -5.37
C6 2.01 0.53 -1.75
O1 2.09 1.54 -2.43
O2 1.12 -0.39 -1.91
H1 3.33 -1.33 0.66
H2 3.22 -1.74 -0.91
H3 2.86 0.95 0.17
H4 5.15 0.36 -0.29
H5 4.59 1.56 -1.42
H6 4.30 -1.22 -2.52
H7 5.92 -0.88 -1.99
H8 5.90 -0.30 -4.26
H9 5.93 1.21 -3.41
H10 3.61 1.55 -3.84
H11 4.90 -1.07 -5.88
H12 3.36 -1.44 -6.51
H13 1.65 1.03 -4.70
H14 1.56 -0.01 -6.08
O3 -0.36 0.32 0.24
P1 -1.27 1.20 1.10
C7 -2.92 0.51 1.46
C8 -2.93 -0.72 2.39
C9 -2.73 -2.03 1.63
C10 -3.81 -2.25 0.54
C11 -4.62 -0.99 0.28
C12 -3.70 0.22 0.15
C13 -1.50 2.89 0.41
C14 -2.87 3.32 -0.15
C15 -3.10 2.98 -1.62
C16 -1.95 3.49 -2.48
C17 -0.63 2.91 -1.98
C18 -0.36 3.31 -0.54
C19 -0.46 1.40 2.73
C20 -1.29 2.02 3.88
C21 -1.19 3.54 4.02
C22 0.26 4.00 4.04
C23 1.01 3.53 2.79
C24 0.95 2.01 2.65
H15 -3.41 1.34 1.98
H16 -3.90 -0.74 2.89
H17 -2.18 -0.62 3.19
H18 -2.76 -2.85 2.34
H19 -1.75 -2.03 1.16
H20 -4.47 -3.08 0.82
H21 -3.31 -2.55 -0.38
H22 -5.34 -0.82 1.09
H23 -5.21 -1.10 -0.63
H24 -4.29 1.09 -0.13
H25 -2.99 0.04 -0.66
H26 -1.38 3.47 1.33
H27 -2.91 4.40 -0.05
H28 -3.68 2.94 0.47
H29 -4.04 3.43 -1.94
H30 -3.20 1.90 -1.77
H31 -1.91 4.58 -2.45
H32 -2.11 3.21 -3.53
H33 0.20 3.25 -2.60
H34 -0.66 1.82 -2.06
H35 -0.28 4.40 -0.48
H36 0.60 2.91 -0.21
H37 -0.32 0.35 2.98
H38 -0.91 1.58 4.81
H39 -2.34 1.72 3.82
H40 -1.69 3.84 4.94
H41 -1.73 4.05 3.21
H42 0.76 3.59 4.93
H43 0.32 5.09 4.13
H44 2.05 3.84 2.84
H45 0.59 4.02 1.91
H46 1.54 1.58 3.46
H47 1.44 1.69 1.72
S1 1.37 -1.49 2.15
C25 0.55 -2.34 3.39
N5 -0.34 -3.31 3.28
C26 -0.69 -3.88 4.59
C27 -0.02 -2.89 5.57
N6 0.78 -2.06 4.67
H48 -0.51 -3.77 2.41
H49 -0.29 -4.89 4.68
H50 -1.77 -3.91 4.71
H51 0.60 -3.39 6.30
H52 -0.76 -2.28 6.10
H53 1.41 -1.34 4.97
F1 2.27 -3.48 -1.69
C28 1.62 -3.41 -0.48
F2 2.60 -3.66 0.44
C29 0.70 -4.68 -0.45
F3 0.01 -4.86 -1.55
F4 -0.17 -4.60 0.58
F5 1.45 -5.76 -0.25
C30 -0.20 -2.55 -3.51
C31 -1.26 -2.24 -2.46
C32 -2.00 -0.95 -2.77
O4 -0.73 -2.29 -1.12
H54 -0.70 -2.56 -4.49
H55 0.25 -3.52 -3.36
H56 0.57 -1.78 -3.52
H57 -1.98 -3.07 -2.46
H58 -1.33 -0.09 -2.67
H59 -2.85 -0.82 -2.11
H60 -2.38 -0.99 -3.79

# 2
Below is a gas-phase ion, C6H10N3 (charge +1) at a distorted geometry, with properties calculated with ωB97M-V with the def2-TZVPD basis set.

The energy is -10844.2222 eV. The structure (SMILES) is C/C=[NH+]/C1=CN=CCN1. Its net charge is +1. Its multiplicity is 1. The calculation puts the energy above the lowest of the compared OMol25 structures with the same formula, charge and spin at 389.85 kJ/mol.

CARTESIAN COORDINATES (ANGSTROEM)
C1 -2.94 -0.50 -0.08
C2 -1.59 -0.27 0.42
N1 -0.97 1.01 0.12
C3 0.25 0.58 -0.25
C4 0.29 -0.80 -0.53
N2 1.23 -1.57 0.13
C5 2.29 -0.90 0.38
C6 2.57 0.48 -0.21
N3 1.41 1.25 0.05
H1 -3.58 0.41 0.42
H2 -3.48 -1.44 0.11
H3 -3.02 -0.24 -1.26
H4 -1.16 -0.80 1.27
H5 -1.43 1.90 -0.11
H6 -0.46 -1.13 -1.30
H7 3.10 -1.28 1.14
H8 3.54 1.10 0.22
H9 2.66 0.31 -1.27
H10 1.27 1.88 0.74

# 3
Below is 6 unconnected molecules or ions with the total composition C33H40N3 at a distorted geometry, with properties calculated with ωB97M-V with the def2-TZVPD basis set.

The energy is -39334.0037 eV. Its net charge is +1. Its multiplicity is 1. The calculation puts the energy above the lowest of the compared OMol25 structures with the same formula, charge and spin at 18.24 kJ/mol.

CARTESIAN COORDINATES (ANGSTROEM)
C1 -4.51 -1.24 -0.65
C2 -5.39 -0.71 -1.79
N1 -6.69 -0.25 -1.30
C3 -7.82 -0.89 -1.39
N2 -8.99 -0.29 -1.02
N3 -7.95 -2.18 -1.90
H1 -5.12 -1.54 0.19
H2 -3.81 -0.48 -0.31
H3 -3.93 -2.08 -1.00
H4 -5.57 -1.52 -2.49
H5 -4.92 0.09 -2.33
H6 -6.71 0.66 -0.87
H7 -9.67 -0.98 -0.73
H8 -8.89 0.41 -0.29
H9 -7.58 -2.86 -1.24
H10 -7.51 -2.30 -2.80
C4 -0.46 -1.57 -0.27
C5 0.34 -2.47 0.40
C6 0.97 -3.49 -0.30
C7 0.80 -3.60 -1.67
C8 0.00 -2.69 -2.34
C9 -0.64 -1.68 -1.64
H11 -0.95 -0.77 0.28
H12 0.48 -2.38 1.47
H13 1.60 -4.20 0.23
H14 1.30 -4.39 -2.22
H15 -0.13 -2.77 -3.42
H16 -1.26 -0.97 -2.17
C10 3.90 0.40 0.91
C11 3.90 1.41 1.86
C12 2.83 2.29 1.95
C13 1.75 2.16 1.08
C14 1.75 1.14 0.14
C15 2.82 0.26 0.05
H17 4.74 -0.28 0.84
H18 4.74 1.52 2.54
H19 2.84 3.08 2.69
H20 0.92 2.84 1.15
H21 0.91 1.03 -0.54
H22 2.82 -0.52 -0.69
C16 2.00 4.54 -1.49
C17 2.48 5.78 -1.09
C18 1.86 6.94 -1.54
C19 0.76 6.85 -2.39
C20 0.29 5.61 -2.79
C21 0.91 4.45 -2.34
H23 2.49 3.64 -1.14
H24 3.33 5.85 -0.42
H25 2.23 7.90 -1.23
H26 0.28 7.75 -2.74
H27 -0.56 5.54 -3.45
H28 0.55 3.48 -2.65
C22 9.45 0.86 -0.82
C23 10.23 1.09 0.31
C24 9.64 1.50 1.49
C25 8.27 1.68 1.56
C26 7.49 1.45 0.44
C27 8.07 1.05 -0.75
H29 9.91 0.54 -1.74
H30 11.30 0.94 0.26
H31 10.26 1.68 2.37
H32 7.81 2.00 2.49
H33 6.41 1.60 0.49
H34 7.46 0.87 -1.63
C28 -5.43 -4.49 4.20
C29 -4.08 -4.44 4.52
C30 -3.14 -4.26 3.52
C31 -3.54 -4.13 2.20
C32 -4.89 -4.18 1.88
C33 -5.84 -4.37 2.88
H35 -6.16 -4.64 4.98
H36 -3.76 -4.54 5.55
H37 -2.08 -4.22 3.76
H38 -2.81 -3.99 1.41
H39 -5.21 -4.09 0.85
H40 -6.89 -4.42 2.64

# 4
Below is a single C2H7N3S2 molecule at a distorted geometry, with properties calculated with ωB97M-V with the def2-TZVPD basis set.

The energy is -28326.9949 eV. The structure (SMILES) is NC/C(=N/S)NS. Its multiplicity is 1. The calculation puts the energy above the lowest of the compared OMol25 structures with the same formula, charge and spin at 63.37 kJ/mol.

CARTESIAN COORDINATES (ANGSTROEM)
N1 -1.51 1.64 0.62
C1 -0.05 1.40 0.61
C2 0.39 -0.02 0.36
N2 1.27 -0.54 1.10
S1 1.82 -2.12 0.96
N3 -0.23 -0.70 -0.74
S2 0.71 -0.81 -2.19
H1 -2.01 0.98 1.24
H2 -1.88 1.60 -0.30
H3 0.39 1.68 1.58
H4 0.34 2.06 -0.16
H5 0.93 -2.64 0.13
H6 -1.11 -0.35 -1.00
H7 0.94 -2.17 -2.20

# 5
Below is 9 unconnected molecules or ions with the total composition C36H54O27 at a distorted geometry, with properties calculated with ωB97M-V with the def2-TZVPD basis set.

The energy is -93491.5433 eV. The structure (SMILES) is C[C@H]1COC(=O)O1.C[C@H]1COC(=O)O1.C[C@H]1COC(=O)O1.C[C@H]1COC(=O)O1.C[C@H]1COC(=O)O1.C[C@H]1COC(=O)O1.C[C@H]1COC(=O)O1.C[C@H]1COC(=O)O1.C[C@H]1COC(=O)O1. Its multiplicity is 1. The calculation puts the energy above the lowest of the compared OMol25 structures with the same formula, charge and spin at 164.63 kJ/mol.

CARTESIAN COORDINATES (ANGSTROEM)
C1 -2.76 -2.82 0.99
C2 -4.20 -3.31 1.12
C3 -5.17 -2.19 1.19
O1 -6.23 -2.60 0.35
C4 -5.86 -3.64 -0.37
O2 -6.58 -4.14 -1.18
O3 -4.64 -4.02 -0.06
H1 -2.77 -2.27 0.07
H2 -1.92 -3.49 1.05
H3 -2.67 -2.01 1.77
H4 -4.11 -4.00 1.97
H5 -4.59 -1.33 0.82
H6 -5.50 -2.04 2.18
C5 0.66 -4.52 5.94
C6 0.11 -3.83 4.73
C7 -0.61 -4.76 3.70
O4 -1.98 -4.51 3.96
C8 -2.11 -3.34 4.60
O5 -3.14 -2.69 4.55
O6 -0.93 -2.96 5.17
H7 1.02 -3.81 6.65
H8 1.43 -5.26 5.78
H9 -0.17 -5.04 6.44
H10 0.82 -3.27 4.16
H11 -0.36 -5.78 4.00
H12 -0.34 -4.60 2.66
C9 -2.08 -0.78 -4.63
C10 -1.35 0.55 -4.51
C11 -0.83 1.21 -5.81
O7 -1.13 2.57 -5.66
C12 -2.05 2.70 -4.69
O8 -2.54 3.75 -4.40
O9 -2.27 1.58 -4.03
H13 -2.92 -0.64 -5.28
H14 -2.37 -1.14 -3.63
H15 -1.35 -1.54 -5.02
H16 -0.58 0.42 -3.79
H17 -1.25 0.79 -6.75
H18 0.21 1.12 -6.02
C13 2.39 6.85 -3.32
C14 1.62 5.63 -3.76
C15 2.07 4.73 -4.86
O10 1.53 3.48 -4.42
C16 1.48 3.46 -3.06
O11 1.21 2.47 -2.42
O12 1.67 4.69 -2.58
H19 3.38 6.43 -3.17
H20 2.00 7.29 -2.43
H21 2.44 7.51 -4.17
H22 0.54 5.88 -3.95
H23 3.18 4.61 -4.86
H24 1.71 4.98 -5.88
C17 0.43 -5.31 -3.99
C18 1.72 -4.64 -4.13
C19 2.18 -4.24 -5.56
O13 1.94 -2.76 -5.60
C20 1.75 -2.33 -4.34
O14 1.59 -1.20 -4.02
O15 1.68 -3.32 -3.48
H25 0.05 -4.78 -3.11
H26 0.51 -6.37 -3.65
H27 -0.13 -5.00 -4.84
H28 2.60 -5.13 -3.58
H29 1.47 -4.66 -6.35
H30 3.22 -4.43 -5.79
C21 -1.50 5.00 0.46
C22 -2.47 3.96 0.09
C23 -1.89 2.89 -0.90
O16 -2.80 1.87 -0.74
C24 -3.42 1.95 0.38
O17 -4.22 1.16 0.81
O18 -3.00 3.06 1.11
H31 -0.53 4.58 0.81
H32 -1.85 5.72 1.19
H33 -1.25 5.56 -0.44
H34 -3.37 4.41 -0.48
H35 -0.93 2.57 -0.54
H36 -1.78 3.11 -1.93
C25 5.31 0.97 2.08
C26 4.06 1.21 2.88
C27 3.54 0.05 3.82
O19 3.66 0.56 5.14
C28 4.07 1.87 5.09
O20 4.19 2.52 6.06
O21 4.31 2.29 3.86
H37 5.21 0.01 1.58
H38 6.15 0.93 2.75
H39 5.44 1.74 1.31
H40 3.29 1.62 2.20
H41 4.11 -0.85 3.85
H42 2.47 -0.23 3.70
C29 -0.02 2.53 5.89
C30 0.36 1.49 4.88
C31 -0.75 0.63 4.10
O22 -0.31 0.58 2.77
C32 0.55 1.60 2.53
O23 0.89 1.97 1.45
O24 0.92 2.15 3.70
H43 -0.62 3.24 5.36
H44 0.97 2.96 6.14
H45 -0.49 2.15 6.73
H46 1.07 0.82 5.32
H47 -1.73 1.02 4.28
H48 -0.82 -0.42 4.47
C33 -0.57 -0.40 -0.80
C34 0.71 -1.18 -0.74
C35 1.97 -0.36 -0.33
O25 2.54 -0.92 0.85
C36 1.72 -1.92 1.24
O26 1.90 -2.55 2.24
O27 0.72 -2.17 0.42
H49 -1.45 -0.90 -1.23
H50 -0.29 0.49 -1.44
H51 -0.74 -0.02 0.20
H52 1.01 -1.76 -1.57
H53 1.84 0.68 -0.16
H54 2.73 -0.51 -1.11

# 6
Below is 2 unconnected molecules or ions with the total composition C15H18 at a distorted geometry, with properties calculated with ωB97M-V with the def2-TZVPD basis set.

The energy is -15845.1233 eV. The structure (SMILES) is CCc1ccccc1.Cc1ccccc1. Its multiplicity is 1. The calculation puts the energy above the lowest of the compared OMol25 structures with the same formula, charge and spin at 179.10 kJ/mol.

CARTESIAN COORDINATES (ANGSTROEM)
C1 -2.47 -2.30 0.03
C2 -1.80 -1.00 -0.11
C3 -2.57 0.18 0.30
C4 -3.87 0.35 -0.04
C5 -4.48 1.59 0.26
C6 -3.81 2.55 0.98
C7 -2.44 2.31 1.33
C8 -1.80 1.16 0.93
H1 -3.26 -2.27 -0.66
H2 -2.84 -2.46 1.07
H3 -1.75 -3.15 -0.16
H4 -0.83 -1.04 0.54
H5 -1.44 -0.84 -1.17
H6 -4.45 -0.45 -0.59
H7 -5.53 1.80 -0.16
H8 -4.34 3.58 1.19
H9 -1.92 3.25 1.73
H10 -0.68 0.96 1.14
C9 5.10 -1.61 -0.89
C10 3.90 -0.83 -0.35
C11 2.61 -1.21 -0.62
C12 1.53 -0.32 -0.56
C13 1.71 0.94 -0.16
C14 3.04 1.41 0.15
C15 4.09 0.54 0.05
H11 4.78 -2.59 -1.15
H12 6.05 -1.57 -0.14
H13 5.39 -1.06 -1.84
H14 2.40 -2.24 -0.96
H15 0.57 -0.74 -0.84
H16 0.97 1.82 -0.11
H17 3.13 2.39 0.61
H18 5.01 0.86 0.24

# 7
Below is a single C3H5NO3S molecule, with properties calculated with ωB97M-V with the def2-TZVPD basis set.

The energy is -21659.2157 eV. The structure (SMILES) is O=C1NSCOCO1. Its multiplicity is 1. The calculation puts the energy above the lowest of the compared OMol25 structures with the same formula, charge and spin at 92.76 kJ/mol.

CARTESIAN COORDINATES (ANGSTROEM)
O1 2.74 -0.39 0.29
C1 1.58 -0.24 0.00
N1 0.79 -1.35 -0.26
S1 -0.93 -1.51 -0.34
C2 -1.38 -0.16 0.75
O2 -1.29 1.11 0.14
C3 -0.20 1.27 -0.69
O3 1.04 0.99 -0.05
H1 1.28 -2.20 0.01
H2 -2.44 -0.30 1.03
H3 -0.76 -0.19 1.65
H4 -0.13 2.34 -0.95
H5 -0.30 0.65 -1.58

# 8
Below is a single C4H9NO molecule at a distorted geometry, with properties calculated with ωB97M-V with the def2-TZVPD basis set.

The energy is -7829.2308 eV. The structure (SMILES) is CCO/C=N/C. Its multiplicity is 1. The calculation puts the energy above the lowest of the compared OMol25 structures with the same formula, charge and spin at 298.06 kJ/mol.

CARTESIAN COORDINATES (ANGSTROEM)
C1 -2.43 -0.49 0.27
C2 -1.17 -0.11 -0.47
O1 -0.51 0.91 0.29
C3 0.79 1.01 0.05
N1 1.44 0.35 -0.83
C4 2.55 -0.13 -0.03
H1 -2.19 -0.96 1.23
H2 -3.04 0.39 0.46
H3 -3.00 -1.21 -0.33
H4 -0.48 -0.96 -0.61
H5 -1.37 0.30 -1.46
H6 1.23 1.81 0.66
H7 2.36 -1.16 0.28
H8 2.27 0.33 0.99
H9 3.55 -0.08 -0.51

# 9
Below is a single C7H11NO2 molecule at a distorted geometry, with properties calculated with ωB97M-V with the def2-TZVPD basis set.

The energy is -13020.3317 eV. The structure (SMILES) is C=C1C[C@H]1C[C@@H](N)C(=O)O. Its multiplicity is 1. The calculation puts the energy above the lowest of the compared OMol25 structures with the same formula, charge and spin at 284.64 kJ/mol.

CARTESIAN COORDINATES (ANGSTROEM)
C1 -2.73 1.91 1.04
C2 -1.59 1.54 0.53
C3 -0.23 1.93 0.02
C4 -0.66 0.44 0.06
C5 0.00 -0.59 0.94
C6 0.86 -1.48 0.12
N1 0.02 -2.27 -0.78
C7 2.03 -0.69 -0.58
O1 2.40 0.42 -0.18
O2 2.52 -1.38 -1.69
H1 -2.79 2.99 1.17
H2 -3.51 1.22 1.45
H3 -0.21 2.31 -1.07
H4 0.55 2.23 0.67
H5 -0.87 0.09 -0.99
H6 -0.83 -1.13 1.46
H7 0.65 -0.15 1.78
H8 1.35 -2.07 0.86
H9 -0.67 -1.68 -1.18
H10 0.51 -2.79 -1.50
H11 3.19 -0.85 -2.13

# 10
Below is a molecular structure, C21H15N4S3Tc at a distorted geometry, with properties calculated with ωB97M-V with the def2-TZVPD basis set.

The expectation value of S² is 0.797. The energy is -62677.8359 eV. Its net charge is +1. Its multiplicity is 2.

CARTESIAN COORDINATES (ANGSTROEM)
Tc1 -0.12 0.21 0.03
S1 -1.27 -1.16 1.50
C1 -0.85 -2.74 0.95
C2 -1.52 -3.86 1.48
C3 -1.23 -5.12 1.03
C4 -1.92 -6.26 1.58
N1 -2.48 -7.15 2.03
C5 -0.25 -5.29 0.02
C6 0.43 -4.20 -0.49
C7 0.16 -2.92 0.00
S2 1.09 -1.57 -0.60
C8 0.02 -6.60 -0.51
N2 0.25 -7.64 -0.95
H1 -2.27 -3.72 2.25
H2 1.18 -4.36 -1.25
C9 1.34 3.43 -0.84
C10 0.57 2.61 -1.83
C11 0.33 2.87 -3.13
C12 -0.47 1.78 -3.68
C13 -0.67 0.90 -2.69
C14 -1.41 -0.41 -2.64
N3 -0.04 1.37 -1.52
H3 1.77 4.28 -1.35
H4 2.17 2.87 -0.39
H5 0.72 3.81 -0.04
H6 0.68 3.75 -3.65
H7 -0.85 1.69 -4.68
H8 -2.33 -0.36 -3.23
H9 -1.73 -0.67 -1.61
H10 -0.82 -1.24 -3.01
S3 2.04 2.18 3.52
C15 1.79 1.09 2.26
N4 0.69 1.26 1.58
C16 -0.08 2.33 2.08
C17 -1.29 2.79 1.57
C18 -1.88 3.87 2.19
C19 -1.27 4.49 3.29
C20 -0.07 4.05 3.78
C21 0.53 2.95 3.16
H11 2.50 0.31 2.03
H12 -1.76 2.34 0.70
H13 -2.83 4.24 1.81
H14 -1.76 5.34 3.75
H15 0.40 4.54 4.63

# 11
Below is 2 unconnected molecules or ions with the total composition C4H13N2 at a distorted geometry, with properties calculated with ωB97M-V with the def2-TZVPD basis set.

The energy is -7332.1038 eV. Its net charge is +1. Its multiplicity is 1. The calculation puts the energy above the lowest of the compared OMol25 structures with the same formula, charge and spin at 133.48 kJ/mol.

CARTESIAN COORDINATES (ANGSTROEM)
C1 0.59 -2.12 -1.18
N1 -0.53 -1.24 -0.74
H1 1.01 -1.69 -2.09
H2 1.37 -2.12 -0.40
H3 0.20 -3.13 -1.37
H4 -1.42 -1.47 -1.18
H5 -0.41 -0.13 -0.91
H6 -0.73 -1.39 0.23
N2 -0.35 1.40 -0.93
C2 0.43 1.76 0.28
C3 0.09 0.13 2.17
C4 -0.33 1.14 1.40
H7 0.11 1.93 -1.68
H8 -1.28 1.77 -0.80
H9 0.56 2.87 0.38
H10 1.45 1.29 0.20
H11 -0.56 -0.31 2.96
H12 1.12 -0.28 2.12
H13 -1.33 1.59 1.53

# 12
Below is 2 unconnected molecules or ions with the total composition C3H6N3S at a distorted geometry, with properties calculated with ωB97M-V with the def2-TZVPD basis set.

The expectation value of S² is 2.012. The energy is -18498.6985 eV. Its net charge is +1. Its multiplicity is 3. The calculation puts the energy above the lowest of the compared OMol25 structures with the same formula, charge and spin at 379.65 kJ/mol.

CARTESIAN COORDINATES (ANGSTROEM)
C1 0.84 1.23 -0.12
C2 -0.35 1.68 0.45
C3 -1.00 -1.38 -0.15
N1 1.38 -1.41 -0.34
N2 2.49 -1.37 -0.65
N3 0.33 -0.87 -0.04
S1 2.40 1.20 -0.30
H1 -0.21 2.67 1.01
H2 -1.04 1.81 -0.39
H3 -0.82 0.84 1.08
H4 -1.22 -2.10 0.61
H5 -1.70 -0.43 -0.07
H6 -1.08 -1.87 -1.10